Computed, not measured: a molecular structure, C19H27BCl2ErF4NO2PSSi in a non-equilibrium geometry, with ωB97M-V/def2-TZVPD.

Properties
**2S+1**: 4
**HOMO-LUMO gap (alpha / beta)**: 7.3 / 7.3 eV
**Net charge**: -1
**E**: -117954.0609 eV
**ΔE to the lowest compared entry with this formula, charge and spin**: 5.7 kJ/mol

Element x y z (Å)
H1 1.329 3.991 0.691
C1 -1.680 5.273 -3.566
O1 0.522 1.697 3.744
H2 -3.391 -0.022 -1.946
C2 -3.382 -1.702 0.709
C3 0.316 3.699 0.964
H3 2.615 2.011 0.657
H4 4.297 -6.462 2.351
S1 3.129 -2.008 0.818
F1 0.418 0.080 -2.493
C4 -2.397 4.119 -3.295
H5 -3.775 -0.718 0.955
F2 2.133 -0.906 -3.679
C5 3.519 -5.714 2.329
C6 -0.514 5.525 -2.863
C7 -0.834 3.518 -1.557
H6 -3.692 -1.692 -2.383
H7 -1.463 -4.090 -0.163
C8 -0.091 4.648 -1.880
H8 2.077 -6.882 3.411
C9 1.577 -3.762 2.236
C10 0.889 1.105 2.740
H9 2.751 0.044 2.806
P1 -0.347 2.392 -0.178
H10 -2.519 3.223 0.587
C11 3.767 -4.517 1.695
N1 2.605 1.043 0.975
Si1 -1.886 -1.587 -0.558
H11 0.066 6.411 -3.076
H12 0.350 -5.091 3.344
Cl1 5.302 -4.285 0.944
F3 2.471 0.062 -1.611
H13 -1.873 1.930 1.635
H14 0.337 3.295 1.972
Er1 0.634 -0.499 0.033
H15 0.822 4.865 -1.346
H16 -2.019 5.968 -4.320
O2 0.143 0.549 1.870
C12 2.807 -3.487 1.608
C13 -1.764 -3.493 -1.022
H17 -3.072 -2.166 1.642
H18 -0.325 4.579 0.937
F4 1.289 -1.863 -1.761
C14 1.316 -4.952 2.882
H19 2.944 1.807 2.965
H20 -4.200 -2.291 0.299
H21 -2.533 2.343 -2.123
C15 2.409 1.012 2.428
B1 1.616 -0.674 -2.466
H22 -1.025 -3.654 -1.804
H23 -2.619 1.511 0.099
C16 -2.015 2.257 0.608
C17 2.287 -5.940 2.927
H24 -2.714 -3.889 -1.381
Cl2 0.328 -2.552 2.157
C18 -1.970 3.243 -2.313
H25 -3.297 3.909 -3.855
H26 3.512 0.638 0.739
H27 -2.267 -0.866 -2.994
C19 -2.908 -0.982 -2.123

Computed, not measured: a molecular structure, C14H25ErN5S2 in a non-equilibrium geometry, with ωB97M-V/def2-TZVPD.

Properties
**2S+1**: 4
**HOMO-LUMO gap (alpha / beta)**: 6.8 / 6.9 eV
**Net charge**: +3
**E**: -71641.0281 eV
**ΔE to the lowest compared entry with this formula, charge and spin**: 0.0 kJ/mol

Element x y z (Å)
S1 -0.719 2.057 -0.423
C1 -0.322 -2.886 -2.156
H1 3.836 3.355 3.165
H2 1.975 2.066 4.358
H3 0.739 -3.005 -2.399
C2 -1.646 -0.616 2.558
H4 -2.395 -0.041 4.571
N1 -0.437 -0.311 1.920
H5 0.636 -0.426 -2.955
H6 -1.991 -1.617 -2.747
C3 0.296 0.422 2.800
C4 -1.651 -0.044 3.796
S2 -0.366 -2.741 -0.334
H7 -2.823 0.797 -0.589
H8 2.843 -2.026 0.143
H9 -0.862 -3.797 -2.419
H10 -0.739 -1.848 -3.983
H11 -2.406 -1.229 2.091
H12 -2.564 -3.707 -0.592
H13 2.908 0.401 -1.884
C5 2.940 -1.001 -0.252
H14 -0.122 1.104 4.764
C6 2.605 -0.599 -1.532
C7 1.537 1.136 2.505
N2 -0.424 0.590 3.939
N3 2.198 1.949 3.374
H15 2.395 -1.315 -2.338
N4 2.058 1.289 1.265
C8 -1.026 0.724 -2.934
C9 3.104 2.209 1.386
H16 3.592 -0.363 0.365
H17 0.462 2.232 -2.469
C10 -2.494 1.743 -0.142
H18 -2.692 -1.924 -0.337
C11 -0.909 -1.710 -2.902
C12 -0.592 2.009 -2.247
H19 3.679 2.517 0.522
C13 -2.165 -2.845 -0.044
H20 -1.219 2.829 -2.603
H21 -2.645 1.704 0.943
H22 -2.307 -3.014 1.031
H23 -2.093 0.520 -2.778
C14 3.194 2.636 2.683
Er1 0.770 -0.217 -0.095
N5 -0.256 -0.445 -2.450
H24 -3.046 2.593 -0.561
H25 -0.854 0.844 -4.016

Computed, not measured: a single C4H3N3S molecule in a non-equilibrium geometry, with ωB97M-V/def2-TZVPD.

Properties
**SMILES**: [H]/N=C(\C#CC#N)NS
**HOMO-LUMO gap**: 8.3 eV
**Net charge**: 0
**E**: -19498.1223 eV
**ΔE to the lowest compared entry with this formula, charge and spin**: 329.9 kJ/mol

Element x y z (Å)
S1 2.081 2.286 0.350
C1 -2.617 -1.949 0.684
H1 0.444 -0.114 -2.238
N1 0.985 0.945 0.753
C2 0.488 0.284 -0.374
N2 -3.609 -2.423 1.131
C3 -1.482 -1.298 0.302
H2 0.604 0.943 1.619
N3 0.958 0.461 -1.582
H3 2.624 1.474 -0.801
C4 -0.477 -0.609 0.156